272
Properties=species:S:1:pos:R:3:mulliken_charge:R:1 method="wB97M-V/def2-TZVPD" spin_multiplicity=1 gap_ev=8.757 relative_energy_kcal_mol=134.73 energy_ev=-125811.036 molar_mass_g_mol=1426.2
C -12.3758 -13.1155 32.6911 -0.61
C -12.2750 -12.4188 34.0520 0.34
C -11.1570 -12.9618 34.8940 -0.81
O -9.9459 -12.6715 34.2798 -0.14
C -8.8273 -13.3814 34.7436 -0.83
N -12.1925 -10.9195 33.7407 -0.29
H -13.0368 -12.5590 32.0378 0.06
H -12.5683 -14.2121 32.6545 0.42
H -11.4144 -12.8635 32.1972 -0.13
H -13.2104 -12.5381 34.6750 0.28
H -11.3137 -14.1164 34.9838 0.41
H -11.0849 -12.5360 35.8436 0.45
H -8.3437 -12.7818 35.5268 0.28
H -8.2195 -13.6743 33.8686 0.15
H -9.1209 -14.2651 35.2219 0.40
H -11.3520 -10.9001 33.2222 -0.25
H -11.9388 -10.4045 34.5413 0.29
C -16.1530 -8.7548 26.6818 -0.31
C -16.8905 -10.1043 26.4546 0.33
C -17.7018 -9.9686 25.2531 -0.24
O -18.3725 -11.2172 25.0779 -0.33
C -19.2977 -11.0548 24.0045 -0.78
N -15.9321 -11.1814 26.3751 0.11
H -15.4119 -8.6231 25.9448 -0.80
H -15.6710 -8.7197 27.6432 -0.15
H -16.8191 -7.8674 26.6959 0.52
H -17.4310 -10.3283 27.4137 0.28
H -17.1337 -9.6676 24.2776 -0.31
H -18.3993 -9.1847 25.4114 0.77
H -19.8363 -12.0173 23.9065 0.27
H -18.8066 -10.8621 23.1092 0.18
H -19.9698 -10.2357 24.1928 0.39
H -15.2668 -11.0567 25.6283 -0.38
H -16.4238 -12.0760 26.1707 0.31
C -8.0719 -5.1438 24.9456 -1.72
C -9.2665 -4.7880 24.0985 0.64
C -9.1565 -5.1995 22.6416 -0.11
O -10.1262 -4.4934 21.8042 0.12
C -9.8404 -3.1756 21.4427 -0.87
N -10.4422 -5.4486 24.7116 0.21
H -8.0291 -6.2065 25.1741 0.17
H -8.1316 -4.4783 25.8798 0.29
H -7.1487 -4.8218 24.4622 0.50
H -9.3275 -3.7600 24.2793 0.62
H -9.3422 -6.2583 22.4904 -0.50
H -8.1401 -5.0010 22.3097 0.42
H -10.7412 -2.8540 20.8154 0.22
H -8.8813 -3.1112 20.8979 0.32
H -9.7733 -2.5300 22.3821 0.23
H -11.3240 -5.0293 24.4225 -0.25
H -10.3130 -5.3572 25.6894 -0.15
C -7.8619 -14.8602 30.1546 -1.61
C -7.8678 -14.2449 28.7240 0.42
C -8.1513 -12.7344 28.8135 -0.18
O -8.1674 -12.0791 27.5411 0.14
C -8.3471 -10.6992 27.7194 0.43
N -6.6804 -14.6642 28.0805 -0.51
H -8.7669 -14.6409 30.6981 0.31
H -7.0321 -14.3433 30.6865 0.42
H -7.7592 -15.9134 30.0151 0.45
H -8.7112 -14.7147 28.1646 0.14
H -7.3409 -12.2251 29.4206 0.17
H -9.1219 -12.6118 29.3700 -0.13
H -8.3544 -10.2286 26.7577 -0.44
H -7.5684 -10.2814 28.3248 0.62
H -9.3480 -10.4325 28.1336 -0.79
H -6.5930 -14.3324 27.1615 0.21
H -5.8602 -14.4348 28.6815 0.28
C -17.0182 -9.9295 20.3415 -1.56
C -16.3873 -11.2824 19.9766 3.51
C -16.9221 -12.3640 20.8953 -1.19
O -16.4084 -12.1415 22.2316 0.44
C -16.7036 -13.1891 23.1669 -0.59
N -16.5933 -11.5502 18.5403 -0.69
H -18.0779 -9.9800 20.2959 0.52
H -16.6966 -9.1852 19.6210 0.37
H -16.7499 -9.6392 21.3535 -0.01
H -15.2785 -11.2535 20.0658 -1.94
H -16.5592 -13.3310 20.5178 0.26
H -18.0519 -12.2837 20.8639 0.28
H -16.0131 -14.0685 22.9960 0.36
H -17.7479 -13.3980 23.2057 0.35
H -16.4029 -12.8003 24.1570 -0.29
H -17.5865 -11.6411 18.3391 0.30
H -16.0918 -12.4146 18.3696 0.34
C -8.0620 -7.2124 31.2982 -1.94
C -9.0582 -7.5913 30.2015 1.43
C -10.3349 -8.0356 30.8811 -0.15
O -10.1908 -9.0111 31.8936 -0.49
C -9.4999 -10.2122 31.3362 -0.38
N -9.3668 -6.5782 29.2282 0.12
H -8.3722 -6.2956 31.7911 0.38
H -7.1295 -7.0087 30.8426 0.49
H -7.9543 -7.9562 32.1029 0.36
H -8.6989 -8.4757 29.6643 -0.59
H -11.0577 -8.2192 30.1449 -0.23
H -10.6951 -7.2036 31.4822 0.58
H -9.8027 -10.9770 31.9861 0.25
H -8.4448 -9.9712 31.3764 0.39
H -9.7803 -10.4864 30.3090 -0.18
H -9.6410 -5.6438 29.6226 -0.30
H -8.6387 -6.4339 28.5511 0.24
C -14.2322 -3.6224 28.6249 -1.54
C -12.7597 -4.1051 28.4742 1.47
C -11.8065 -3.3331 29.3686 -0.92
O -10.5058 -3.7552 29.1183 -0.21
C -9.5701 -3.2973 30.1286 -0.94
N -12.6938 -5.5051 28.8454 0.25
H -14.7932 -4.2790 27.9418 0.14
H -14.4025 -2.5769 28.3942 0.41
H -14.5639 -3.7145 29.6606 0.43
H -12.4037 -3.9243 27.4686 -0.35
H -12.0512 -3.5939 30.4536 0.35
H -11.9549 -2.2694 29.1716 0.30
H -8.7955 -4.0366 30.1076 0.44
H -10.1242 -3.3127 31.0656 0.39
H -9.1027 -2.2811 29.8207 0.21
H -11.7839 -6.0463 28.6023 -0.35
H -13.5011 -6.0079 28.5312 0.00
C -13.7189 -8.7702 18.4025 -1.46
C -12.3535 -9.2759 18.7916 0.24
C -11.5797 -8.1813 19.4975 0.85
O -11.5160 -7.0747 18.6452 -0.44
C -10.5998 -6.0456 18.8922 -0.53
N -12.4982 -10.5417 19.5244 0.31
H -14.1051 -8.1503 19.1802 0.05
H -14.4126 -9.5811 18.1771 0.55
H -13.7045 -8.2854 17.4039 0.46
H -11.7363 -9.3876 17.8772 0.36
H -10.6211 -8.6047 19.8653 -0.59
H -12.0699 -7.8172 20.4289 -0.02
H -9.6552 -6.3673 19.2961 0.22
H -10.9118 -5.2497 19.6621 0.02
H -10.4227 -5.4274 18.0161 0.37
H -13.4753 -10.8018 19.7367 -0.95
H -12.1675 -11.2779 18.9118 0.32
C -15.0866 -7.4957 31.9270 -1.79
C -15.2929 -8.7285 31.0704 0.67
C -13.9187 -9.2671 30.6611 0.57
O -14.0422 -10.3603 29.8452 -0.60
C -12.8077 -10.7098 29.3395 0.79
N -15.9868 -9.8230 31.7160 -0.82
H -14.3827 -7.7891 32.6059 0.52
H -16.0160 -7.0610 32.3630 0.34
H -14.6208 -6.7850 31.3732 0.44
H -15.9479 -8.5673 30.1718 0.11
H -13.3607 -9.5203 31.5693 0.24
H -13.3852 -8.4434 30.1481 -0.63
H -13.0599 -11.6475 28.7721 0.15
H -12.0533 -10.9894 30.0837 -0.25
H -12.4550 -10.0284 28.6167 -0.32
H -15.7687 -10.7068 31.2735 0.31
H -15.6756 -9.8980 32.7138 0.30
C -12.4813 -13.3179 25.1160 0.50
C -12.6882 -14.7130 25.7909 1.06
C -13.2020 -14.5909 27.2147 -0.34
O -13.4817 -15.9128 27.7492 -0.50
C -12.3661 -16.6103 28.2507 -0.56
N -13.7171 -15.3749 25.0019 -0.56
H -13.4661 -12.7172 25.0981 -0.31
H -12.1321 -13.4073 24.0155 -0.28
H -11.8576 -12.6759 25.7992 -0.15
H -11.6534 -15.2474 25.7265 -0.29
H -14.1657 -14.0704 27.2530 0.09
H -12.5536 -14.0825 27.9903 0.19
H -12.6468 -17.5883 28.7657 0.28
H -11.9101 -15.9811 28.9940 0.23
H -11.6036 -16.8882 27.5192 0.23
H -13.9720 -16.1978 25.5251 0.37
H -13.3661 -15.7626 24.1010 0.14
C -16.7208 -5.6308 21.5748 -0.81
C -15.5826 -5.5773 20.5769 2.33
C -16.1605 -4.9937 19.2789 -1.05
O -17.0255 -5.9295 18.8685 -0.19
C -17.4374 -5.9024 17.4942 -0.87
N -14.4346 -4.7552 20.9563 -0.44
H -17.2268 -4.6189 21.5520 0.27
H -16.2357 -5.7559 22.5749 -0.10
H -17.3686 -6.5014 21.3553 0.27
H -15.2703 -6.5750 20.2900 -1.39
H -15.3778 -5.0170 18.5593 0.52
H -16.5576 -3.9171 19.4075 0.26
H -17.9175 -4.9488 17.2422 0.33
H -18.1573 -6.7167 17.3405 0.25
H -16.5416 -6.0484 16.8299 0.31
H -13.8506 -4.5035 20.1721 0.30
H -13.8424 -5.2121 21.6334 0.01
C -14.0453 -2.3202 24.7919 -1.21
C -15.1127 -3.1710 24.2820 1.28
C -15.2960 -4.4088 25.1079 -0.79
O -14.1083 -5.1164 25.0695 0.24
C -14.2245 -6.4954 25.0637 0.38
N -16.3657 -2.4634 24.1092 -0.75
H -13.7577 -1.5246 24.0670 0.38
H -13.1703 -2.9813 24.9627 0.07
H -14.2695 -1.8157 25.7480 0.22
H -15.0017 -3.4905 23.2204 -0.39
H -16.1425 -4.9697 24.7296 0.46
H -15.5116 -4.1390 26.1567 0.02
H -15.0051 -6.9201 25.7082 0.55
H -13.3008 -6.8656 25.5089 -0.61
H -14.2740 -6.8305 24.0087 -0.31
H -16.6913 -2.1110 25.0145 0.26
H -17.0443 -3.0158 23.6880 0.24
C -6.2302 -9.6768 24.8921 -0.48
C -5.8489 -10.4560 23.6226 1.44
C -6.3309 -9.8570 22.3483 -1.02
O -7.7467 -9.8023 22.3803 0.36
C -8.3201 -9.0585 21.3112 -0.12
N -4.4111 -10.6117 23.5041 -0.79
H -6.2014 -10.3031 25.8023 0.30
H -7.2055 -9.3288 24.7788 -0.55
H -5.6408 -8.7949 24.9138 0.39
H -6.2202 -11.4946 23.7286 -0.49
H -5.9083 -10.4773 21.5048 0.12
H -6.0588 -8.8303 22.3572 0.57
H -8.3259 -9.4694 20.2893 0.47
H -7.9050 -7.9776 21.3355 0.48
H -9.4236 -9.0481 21.4963 -0.83
H -4.0413 -10.8220 24.4209 0.32
H -4.1337 -9.5941 23.4065 0.35
C -13.7336 -13.9083 20.7151 0.18
C -13.0808 -15.2761 20.6640 0.29
C -12.4439 -15.4873 19.2968 -0.70
O -13.4774 -15.6053 18.3199 -0.32
C -12.9499 -15.5995 17.0773 -0.79
N -12.1819 -15.5897 21.7773 -0.22
H -14.4166 -13.5934 21.5511 -0.62
H -14.3868 -13.9459 19.7798 0.26
H -12.8453 -13.2130 20.7110 -0.26
H -13.9075 -16.0283 20.6885 0.36
H -11.8228 -16.3787 19.3987 0.49
H -11.7888 -14.6168 19.0364 0.14
H -13.7203 -15.9042 16.3982 0.28
H -12.1685 -16.3660 16.9399 0.32
H -12.5461 -14.6208 16.7888 0.29
H -11.4724 -14.8592 21.7889 -0.20
H -11.8073 -16.4885 21.7435 0.35
C -8.1162 -14.7010 24.8111 -1.84
C -8.9835 -14.5116 23.6251 1.22
C -9.1908 -13.0424 23.3704 -0.29
O -10.1146 -12.9123 22.3601 0.56
C -9.8428 -11.9390 21.4089 0.30
N -8.4683 -15.1918 22.4058 -0.82
H -8.6532 -14.2331 25.6097 0.25
H -7.1726 -14.1707 24.7077 0.35
H -7.9425 -15.7130 25.0915 0.42
H -9.9426 -15.0192 23.8197 -0.22
H -8.2560 -12.4888 23.0472 0.30
H -9.6232 -12.5841 24.2758 -0.55
H -10.6466 -11.2405 21.3702 -0.05
H -9.7468 -12.3547 20.3835 0.12
H -8.9146 -11.3568 21.6839 -0.59
H -9.0447 -14.8539 21.6380 0.23
H -7.5474 -14.9137 22.2083 0.33
C -11.5993 -9.3517 26.0704 0.64
C -10.9463 -9.3372 24.7049 1.91
C -11.8421 -8.9156 23.5172 0.39
O -13.1454 -9.4873 23.7829 0.31
C -14.0469 -9.4629 22.6645 0.92
N -9.7750 -8.4811 24.6894 0.44
H -10.8545 -9.6268 26.8444 -1.19
H -12.4969 -9.9638 26.0476 0.15
H -11.9502 -8.3328 26.3397 -0.50
H -10.6340 -10.3722 24.5058 -0.58
H -11.4507 -9.1890 22.5152 -1.00
H -11.8711 -7.8200 23.5138 0.04
H -14.3060 -8.4226 22.3872 -0.08
H -14.9635 -10.0579 22.9838 -0.55
H -13.5306 -9.9176 21.7956 -0.66
H -10.0352 -7.5286 24.3694 -0.51
H -9.0361 -8.8100 24.0535 -0.32